Entry 1:
A cluster of 7 separate species, H14O7 in total at a distorted geometry. Source: the Open Molecules 2025 dataset; level of theory: ωB97M-V with the def2-TZVPD basis set.

Structure (XYZ):
```
21
Properties=species:S:1:pos:R:3:forces:R:3
H -1.23119 0.59637 2.49335 -1.29 0.64 0.28
H 0.07461 0.20141 2.20011 0.57 1.64 -0.77
H 2.34430 -0.24054 -1.29303 -0.41 -0.11 -0.81
H 2.93415 -0.91284 -0.10042 0.55 -2.07 0.61
H 0.35281 0.47226 -1.11248 -0.60 -0.30 -0.88
H -0.11260 0.71103 -2.53854 -0.05 -0.31 0.21
H -3.33697 -0.70893 -0.72734 -0.91 -0.18 -1.07
H -2.15697 0.03332 -0.21306 0.97 1.31 -0.35
H -0.03862 -1.86942 -1.09264 -0.53 -0.44 0.83
H -1.14822 -1.69155 -0.09869 -2.05 0.88 0.29
H -0.78398 2.14006 0.13452 -1.66 -0.53 3.24
H 0.14894 3.13519 -0.49533 0.72 1.55 0.45
H 2.01961 -0.31642 1.36713 -1.53 -0.53 0.75
H 0.78402 -1.10564 0.87070 0.07 -0.39 0.57
O -0.48432 1.04665 2.10296 0.25 -1.71 0.36
O 2.79018 -0.07693 -0.47237 0.19 2.03 -0.22
O 0.00606 -0.01530 -1.90617 0.69 0.63 0.55
O -2.74616 -0.66228 -0.00108 -0.07 -0.90 1.42
O -0.38374 -2.20560 -0.22965 2.61 -0.64 -1.17
O -0.26924 2.31103 -0.59269 1.10 -0.86 -3.41
O 1.23732 -0.84186 1.70472 1.39 0.30 -0.91
```
Positions in Å, forces in eV/Å.

Structure (SMILES): O.O.O.O.O.O.O
Orbital gap (eV): 11.2817
HOMO energy (eV): -10.987

Results of the Löwdin charge analysis, in e, for atoms 1 through 6: 0.027 0.017 0.027 0.017 0.029 0.060

---

Entry 2:
The ion C3H8N3O with charge +1 at a distorted geometry. Source: the Open Molecules 2025 dataset; level of theory: ωB97M-V with the def2-TZVPD basis set.

Structure (XYZ):
```
15
Properties=species:S:1:pos:R:3:forces:R:3
C -0.48339 -1.45719 0.50063 0.74 4.04 2.50
C -0.62285 0.08464 1.06005 -1.67 -1.34 0.76
C -0.50539 0.07423 -1.22906 1.25 2.51 0.14
N -0.41748 -1.26551 -0.81283 1.10 -2.25 -0.99
N -0.13563 0.97495 0.04142 -2.28 -1.29 -2.31
N 1.23142 1.22083 0.19487 1.64 -2.23 1.41
O -0.28205 -2.34492 1.25140 -0.34 -1.83 -0.01
H -1.70603 0.35442 1.12472 0.71 -0.49 0.23
H -0.19305 0.15833 2.06362 0.13 0.19 -0.29
H 0.19451 0.43751 -2.03750 -0.96 -0.88 0.50
H -1.55095 0.20862 -1.43991 -0.26 1.37 -0.38
H -0.42885 -2.07395 -1.42645 0.14 0.38 -0.20
H 1.35273 1.83551 1.02834 0.30 -0.09 -1.05
H 1.72815 1.42587 -0.63471 0.04 2.26 -1.59
H 1.81886 0.36667 0.31541 -0.54 -0.36 1.27
```
Positions in Å, forces in eV/Å.

Structure (SMILES): [NH3+]N1CNC(=O)C1
Orbital gap (eV): 9.6573
Net charge: +1
HOMO energy (eV): -13.710

Results of the Löwdin charge analysis, in e, for atoms 1 through 6: -0.469 -0.068 -0.075 0.080 -0.123 0.197

---

Entry 3:
A structure of composition C57H126F12N8O19P2Zr at a distorted geometry. Source: the Open Molecules 2025 dataset; level of theory: ωB97M-V with the def2-TZVPD basis set.

Structure (XYZ):
```
225
Properties=species:S:1:pos:R:3:forces:R:3
Zr -1.55884 -0.54042 -4.92937 -1.25 1.65 4.50
P -4.61960 -0.66100 -4.89918 -2.16 0.78 0.38
F -5.52696 0.54251 -5.35979 0.64 0.14 1.02
F -5.32964 -0.97892 -3.52535 -0.36 -0.43 -1.05
F -5.47231 -1.59787 -5.84870 0.87 -0.43 0.60
F -3.48385 -1.84415 -4.67610 0.25 -2.10 0.14
F -3.50279 -0.24791 -6.03943 0.87 0.25 -3.26
F -3.55208 0.20890 -4.01995 0.07 1.60 1.21
P -1.73133 2.83693 -6.45173 -1.17 2.05 0.75
F -0.80840 3.35138 -5.21393 -0.27 -0.47 -0.32
F -0.40696 2.87540 -7.36402 -0.79 0.01 -0.25
F -1.23354 1.23104 -6.07238 0.54 -2.14 0.31
F -2.63058 2.15128 -7.59966 0.80 0.44 0.08
F -2.95108 2.58493 -5.40403 0.62 -0.04 -0.35
F -2.22477 4.30807 -6.75866 0.35 -0.45 -0.44
C -1.12785 -1.18550 -0.63618 -0.65 -1.27 -2.76
C -0.78352 -0.27139 0.37985 1.12 -0.77 1.45
C -0.75288 1.21276 0.06045 -0.58 2.87 2.08
O -0.65099 2.11381 0.90693 0.22 -1.68 0.54
C -0.95102 1.66747 -1.23778 -0.33 -2.16 -4.46
C -1.13251 0.71542 -2.23934 0.01 0.90 2.83
C -1.37941 -0.75562 -1.90992 1.11 3.10 1.20
O -1.70863 -1.33544 -2.99577 0.08 -1.80 -1.59
O -1.14457 0.99730 -3.49575 -0.21 -1.22 -2.36
O -0.42663 -0.71821 1.46884 -0.33 0.81 -0.10
H -1.02874 -2.25296 -0.49017 -0.40 0.16 0.53
H -0.95775 2.69054 -1.57768 0.27 0.22 0.55
C -8.30850 1.27756 0.38439 0.40 0.14 0.75
C -7.07191 0.41382 0.07913 -0.57 -0.23 -0.29
C -5.92974 1.30980 -0.43592 1.64 -0.41 -0.86
C -4.49279 0.72723 -0.27257 -0.65 -0.98 0.10
C -4.28182 0.15712 1.12941 -1.06 2.43 -0.25
C -5.37518 -0.82939 1.54352 0.64 -0.65 0.70
N -6.70740 -0.21364 1.36965 1.44 1.14 -0.02
O -7.68581 -1.08041 1.90121 -0.21 -0.04 -0.48
C -5.24528 -2.16875 0.83716 -0.09 -0.62 -0.96
C -5.14477 -0.98935 3.07067 -0.61 0.20 -0.60
C -7.43947 -0.55840 -1.05728 -0.73 -0.09 0.25
H -7.98296 1.97090 1.16410 -0.19 0.15 -0.02
H -9.10124 0.66689 0.81704 -0.07 -0.05 -0.21
H -8.71206 1.86257 -0.44027 0.20 -0.20 -0.24
H -5.98987 1.35766 -1.52704 -0.62 0.12 -0.02
H -5.89925 2.36282 -0.15149 -0.47 -0.15 0.75
H -3.76134 1.47925 -0.56973 0.07 0.05 0.24
H -4.36244 -0.10804 -0.97123 -0.05 0.10 -0.24
H -4.50988 1.01068 1.78467 0.33 0.11 0.16
H -3.23443 -0.05920 1.33446 -0.18 -0.86 0.06
H -4.98647 -2.08797 -0.22454 0.07 0.38 0.04
H -4.46709 -2.82069 1.24085 -0.11 0.09 0.37
H -6.20244 -2.69361 0.81114 0.07 -0.13 0.43
H -5.50434 -0.06563 3.52781 0.20 0.03 0.16
H -5.72455 -1.80423 3.50231 0.22 -0.18 -0.04
H -4.07275 -1.08612 3.23631 -0.06 -0.25 0.26
H -7.81772 0.07555 -1.86090 0.28 -0.22 -0.31
H -8.28817 -1.19294 -0.78793 0.09 -0.02 0.28
H -6.64791 -1.22212 -1.39615 0.17 0.28 -0.07
H -8.04307 -0.56352 2.63066 -0.05 -0.11 0.03
C 3.09874 1.38811 6.49296 -0.85 -0.06 0.78
O 3.23512 0.50282 5.41766 -0.39 0.11 0.29
C 2.29160 -0.56354 5.50623 0.64 0.53 -0.04
C 2.04601 -1.25655 4.16817 0.16 -1.06 1.74
N 3.28958 -1.57146 3.42566 -2.06 -1.78 -1.78
C 2.78435 -2.16247 2.11441 0.14 0.81 -0.56
C 2.40332 -3.64482 2.20254 -0.10 0.19 0.35
O 3.47129 -4.31762 2.85885 0.56 -0.22 -0.77
C 3.45568 -5.70247 2.61680 -1.11 -0.59 0.88
H 3.70243 2.28562 6.38393 0.29 -0.22 -0.30
H 3.28651 0.93272 7.47646 0.59 -0.24 -0.09
H 2.05797 1.71283 6.63772 -0.16 0.16 -0.49
H 1.33140 -0.20697 5.89862 -0.10 0.12 -0.10
H 2.68470 -1.27233 6.24676 0.01 -0.20 -0.08
H 1.20242 -0.85280 3.61864 0.56 0.62 -0.43
H 1.60600 -2.19634 4.54909 -0.06 -0.18 -0.21
H 3.49421 -2.51638 3.74882 1.16 0.58 1.24
H 3.52199 -2.05027 1.31068 0.51 -0.21 0.38
H 1.96167 -1.57107 1.70247 -0.32 -0.13 0.38
H 2.19329 -4.07445 1.21553 0.54 0.13 0.26
H 1.50114 -3.86218 2.79058 0.04 0.58 -0.03
H 4.28370 -6.19566 3.12034 0.36 0.31 -0.28
H 3.35425 -5.99445 1.56815 0.45 0.31 -0.19
H 2.56527 -6.14292 3.09262 -0.01 -0.01 -0.01
C 9.27836 1.15022 -4.38164 0.80 -0.02 -0.28
O 8.66721 1.99467 -3.44090 -0.20 -0.13 -0.24
C 7.25342 2.00399 -3.43184 0.27 -0.30 1.14
C 6.84878 2.98473 -2.33992 -0.31 1.17 0.85
N 5.51679 2.78601 -1.71593 -0.98 0.23 -1.64
C 4.47381 2.49110 -2.74392 0.38 -0.15 0.06
C 3.07660 2.81134 -2.22864 -0.35 -0.28 1.43
O 3.06293 4.07723 -1.59259 0.17 -0.24 -0.38
C 1.76781 4.45290 -1.11512 0.89 -0.48 -0.33
H 9.21985 0.06665 -4.22647 -0.59 0.02 0.54
H 10.34325 1.36858 -4.30219 0.01 0.11 -0.19
H 8.96723 1.31818 -5.41712 -0.19 0.32 0.01
H 6.89156 1.00443 -3.16405 -0.13 -0.13 -0.17
H 6.83497 2.31607 -4.39191 0.08 -0.12 -0.18
H 6.96598 4.00686 -2.72405 -0.29 0.00 -0.41
H 7.51994 3.02435 -1.48003 0.47 -0.74 -0.29
H 5.18079 3.69903 -1.41525 0.50 -0.05 0.62
H 4.54532 1.41947 -2.95357 -0.27 -0.05 -0.20
H 4.68282 3.02278 -3.68026 -0.13 0.17 -0.08
H 2.80247 2.07229 -1.46300 0.18 -0.15 0.12
H 2.23185 2.70977 -2.92164 0.39 0.36 -0.68
H 1.35210 3.70291 -0.43318 0.04 -0.05 0.02
H 1.12687 4.53641 -1.99723 -0.34 0.44 0.26
H 1.96281 5.37198 -0.57037 -0.53 0.19 -0.18
C -1.48129 -3.95389 -4.67460 -0.82 -0.65 -0.21
O -0.73523 -2.73494 -4.80533 -0.11 -0.41 -0.44
C 0.62236 -3.00256 -5.13558 0.76 0.98 -0.06
C 1.41071 -1.74270 -4.74259 -0.75 -1.44 0.34
N 0.65792 -0.52193 -5.16532 2.89 -0.28 -0.80
C 1.42470 0.71147 -4.75612 0.04 1.05 -0.07
C 2.63380 0.95847 -5.68695 0.21 -0.74 0.28
O 2.30705 0.38875 -6.93726 0.02 0.36 -0.15
C 3.33895 0.57008 -7.91224 -0.39 -0.51 0.25
H -0.98700 -4.67867 -4.02843 0.35 0.29 0.04
H -1.61486 -4.39684 -5.66431 0.07 -0.01 0.01
H -2.46398 -3.77321 -4.24950 0.16 0.38 0.00
H 0.70522 -3.26338 -6.19473 -0.03 0.12 -0.05
H 1.05029 -3.81948 -4.55331 -0.41 -0.18 0.07
H 2.37938 -1.88013 -5.22597 0.15 0.69 0.04
H 1.53808 -1.79109 -3.66118 -0.01 0.42 0.04
H 1.07397 -0.48609 -6.12099 -1.36 -0.06 -0.74
H 1.71171 0.67026 -3.70730 -0.09 -0.09 -0.01
H 0.80608 1.59113 -4.92382 -0.41 -0.29 0.36
H 3.55848 0.47887 -5.34143 0.01 0.16 0.23
H 2.78888 2.03514 -5.78425 0.06 -0.01 0.11
H 4.18122 -0.08262 -7.66873 0.08 0.03 -0.07
H 3.68137 1.60417 -7.93394 -0.15 0.06 -0.12
H 2.88238 0.26174 -8.84843 0.25 0.18 -0.16
C 0.54694 -4.42647 -0.43780 -0.22 0.35 -0.41
O 0.40558 -5.34386 0.60814 0.65 0.28 0.06
C -0.53264 -4.93604 1.58944 -1.08 -0.75 -0.25
C -0.36461 -5.74767 2.87027 0.84 0.45 -0.14
N -0.31252 -7.19788 2.72022 -0.57 -0.25 -0.96
C -1.50983 -7.82383 2.13928 -0.32 -0.36 -0.61
C -1.17561 -9.16807 1.48539 0.81 -0.50 0.17
O -0.23751 -8.94200 0.43668 0.52 0.54 -0.23
C -0.33087 -9.85251 -0.62843 0.04 0.24 -0.45
H 1.09034 -4.89877 -1.25593 -0.16 -0.25 -0.04
H 1.11100 -3.51254 -0.20727 0.03 -0.08 0.46
H -0.42241 -4.04604 -0.78316 -0.11 -0.44 -0.20
H -1.51402 -5.18984 1.16118 -0.18 0.39 0.09
H -0.51935 -3.86195 1.80132 0.26 0.03 -0.04
H -1.10778 -5.37952 3.57776 -0.13 -0.40 0.13
H 0.61389 -5.48186 3.28096 -0.26 0.01 0.19
H 0.40506 -7.35716 2.01616 0.23 -0.07 0.21
H -1.98038 -7.30238 1.29436 0.18 0.62 0.11
H -2.29388 -7.91382 2.89119 0.07 -0.25 0.16
H -2.01082 -9.70138 1.02211 -0.49 0.36 0.49
H -0.67164 -9.85258 2.17923 -0.29 0.01 0.26
H 0.55646 -9.82694 -1.26373 0.37 0.15 0.50
H -1.11212 -9.53748 -1.32988 -0.49 -0.36 0.26
H -0.45352 -10.87837 -0.27588 -0.22 -0.06 -0.09
C -3.25376 -3.99277 4.82357 -0.33 -0.48 0.16
O -2.07055 -3.52081 5.42993 -0.40 0.25 -0.07
C -1.49307 -2.45047 4.69966 -0.57 0.33 -0.10
C -1.91136 -1.07809 5.22891 0.13 -0.37 0.55
N -1.30874 -0.00505 4.46004 -0.51 0.36 0.35
C -2.03523 1.24720 4.58364 0.64 0.71 -0.38
C -2.02726 1.85009 5.97601 0.21 -0.27 -0.16
O -0.69328 2.15732 6.38616 -0.61 0.46 -0.28
C -0.74949 3.02999 7.48166 0.94 0.07 1.02
H -3.69077 -4.73821 5.48657 0.21 -0.20 -0.04
H -3.03845 -4.43885 3.84775 0.04 -0.17 -0.05
H -4.06319 -3.27839 4.64582 0.35 0.58 0.19
H -1.88514 -2.49760 3.67560 0.45 -0.08 -0.27
H -0.41193 -2.58621 4.71371 -0.05 0.14 -0.07
H -1.64245 -0.98645 6.28684 0.50 -0.06 -0.04
H -3.00839 -1.03791 5.31107 -0.19 0.02 -0.61
H -1.14040 -0.20156 3.48188 -0.09 -0.33 -0.02
H -3.05218 1.24819 4.16426 -0.33 -0.46 0.46
H -1.56791 2.00913 3.94933 0.42 -0.21 -0.03
H -2.45138 1.20032 6.74844 -0.27 -0.09 -0.10
H -2.63484 2.75862 5.91120 0.02 0.11 0.19
H -1.09264 4.04992 7.27980 -0.43 -0.18 -0.42
H 0.25366 3.17469 7.89313 0.15 -0.25 -0.31
H -1.31506 2.60179 8.31748 -0.33 0.04 -0.13
C 8.54662 0.33832 4.04613 0.22 0.18 0.99
O 7.32690 0.41367 3.33272 1.52 -0.21 -0.51
C 7.63836 0.16693 1.97672 -0.50 0.04 -1.24
C 6.56926 0.77136 1.07276 0.04 0.17 0.80
N 5.19918 0.39392 1.49593 -0.05 0.54 -2.19
C 4.24734 1.38328 0.91077 0.03 0.13 1.49
C 2.85554 1.34207 1.51573 1.06 -0.42 -0.20
O 2.87528 1.22750 2.93678 -1.30 1.47 -1.72
C 1.53467 1.65370 3.25547 0.25 -0.63 0.51
H 8.36271 0.47306 5.11274 -0.33 0.10 -0.08
H 9.27010 1.10646 3.75292 -0.18 0.21 -0.23
H 9.09598 -0.60741 3.97541 -0.38 -0.29 -0.40
H 7.82536 -0.89142 1.75979 -0.27 -0.22 0.36
H 8.53851 0.67924 1.60737 0.35 0.04 0.64
H 6.71493 0.50921 0.01730 0.44 -0.03 0.04
H 6.77718 1.84402 1.13839 -0.67 0.12 0.04
H 5.04878 -0.30260 0.76557 -0.19 -1.05 1.06
H 4.13977 1.21762 -0.16413 0.18 0.46 -0.03
H 4.60320 2.38942 1.14351 0.33 -0.05 -0.40
H 2.26021 0.55846 1.02420 -0.18 -0.30 0.36
H 2.41160 2.28640 1.17563 -0.28 0.07 0.22
H 1.37626 1.67717 4.33118 0.16 -0.11 -0.01
H 0.88488 0.90583 2.79848 -0.49 0.37 0.14
H 1.29377 2.63333 2.83569 0.12 0.08 -0.01
C -1.63674 9.17386 -1.89796 0.03 0.71 0.97
O -0.96951 8.12900 -2.54864 -0.63 0.04 -0.51
C -1.80464 7.42987 -3.48232 1.03 -0.91 0.28
C -2.06835 6.00693 -2.99078 -1.35 0.70 -0.59
N -2.94112 6.06560 -1.79322 0.71 -0.37 -1.04
C -2.96915 4.72817 -1.20734 1.32 1.08 1.44
C -3.59869 4.67114 0.19028 -0.45 -1.48 0.06
O -3.09684 5.50372 1.20922 0.32 0.53 -0.61
C -1.76114 5.30091 1.67921 -0.90 0.21 -0.06
H -2.47186 8.84857 -1.26528 0.09 -0.28 -0.02
H -2.06024 9.97051 -2.52247 0.25 -0.26 -0.52
H -0.89458 9.64937 -1.25246 -0.09 -0.02 0.02
H -1.24954 7.34647 -4.42014 -0.07 0.23 -0.07
H -2.74681 7.95020 -3.64888 -0.04 0.03 0.04
H -1.16668 5.40533 -2.82767 0.30 0.31 0.10
H -2.58603 5.52799 -3.82940 -0.18 -0.24 0.20
H -2.35680 6.63721 -1.18643 -0.50 0.00 0.51
H -1.90787 4.48913 -1.01709 0.00 -0.47 -0.04
H -3.30412 3.94572 -1.88899 -0.56 0.22 0.03
H -3.47109 3.61164 0.46908 0.02 -0.03 0.26
H -4.67668 4.83472 0.22974 0.01 0.25 -0.44
H -1.79096 4.58863 2.50632 0.27 -0.17 -0.10
H -1.47897 6.28199 2.05943 0.34 -0.12 0.02
H -1.08236 4.96989 0.89344 0.08 -0.06 0.08
```
Positions in Å, forces in eV/Å.

Orbital gap (eV): 5.7874
HOMO energy (eV): -7.943

Results of the Löwdin charge analysis, in e, for atoms 1 through 6: 2.133 0.207 -0.055 -0.062 -0.069 -0.219